{"formula": "C13H21N2", "method": "the ωB97M-V functional and the def2-TZVPD basis", "symbols": ["C", "H", "H", "H", "H", "H", "C", "H", "C", "H", "N", "C", "C", "C", "H", "C", "H", "H", "H", "H", "H", "H", "H", "C", "C", "H", "N", "H", "C", "H", "H", "C", "C", "H", "H", "C"], "coordinates": [[0.23058, 2.19752, 1.06485], [-3.00506, -0.02807, 1.02492], [3.44953, 0.30552, 0.29954], [-0.01013, 1.04385, 5.49773], [2.89328, 0.84203, 2.67148], [-0.82923, 2.00724, 3.27005], [-1.44775, -0.51645, -0.30377], [-2.51616, -1.11425, -2.93189], [2.74307, 0.95087, 0.54616], [-0.24318, -0.43834, -4.15841], [-0.97486, -1.05834, -1.43898], [0.90411, 2.40736, -0.08232], [2.06657, 0.67667, 1.87177], [0.03329, 1.35016, 3.27753], [1.20885, -1.47589, -3.74574], [-1.77244, -1.87166, -2.35576], [-0.65170, 2.69519, 1.14076], [-0.17640, -0.37083, 4.35105], [-2.45656, -2.62630, -1.93255], [2.71822, 1.89293, -1.20205], [-0.77712, 0.14393, 0.20819], [-3.34989, -1.40247, -0.20695], [1.93278, -0.38063, 1.83703], [0.72713, 1.37474, 2.10949], [0.26408, -0.55323, -2.02677], [0.17400, 0.59446, -2.02763], [-2.68065, -0.64975, 0.18152], [0.45051, 3.01554, -0.86773], [2.20907, 1.83306, -0.33276], [-1.14986, -3.17612, -3.87628], [1.44027, 0.20828, 4.55439], [-0.66462, -2.40881, -3.19712], [0.35660, 0.51203, 4.54386], [-0.02925, -3.05989, -2.64517], [1.13312, -1.00758, -1.52024], [0.25452, -1.17365, -3.44670]], "forces_ev_per_a": [[2.3, -0.4, -2.1], [1.0, -2.0, -2.3], [3.7, -2.3, -1.1], [0.8, -1.0, -1.5], [-1.7, -0.1, -0.8], [-0.2, -0.2, 0.4], [-0.1, -0.7, -1.8], [1.7, -1.7, 0.9], [-4.8, 3.4, 0.9], [0.9, -1.0, 0.6], [-2.4, 0.9, 3.3], [-0.1, 0.5, -0.3], [1.4, 0.6, 0.4], [1.1, -0.4, 0.1], [1.4, -0.1, -0.7], [-1.6, 1.9, -0.7], [-2.7, 1.2, 0.6], [-0.9, -1.5, 0.4], [0.7, 0.2, 0.4], [1.1, 0.7, -3.0], [0.2, 0.4, 0.3], [1.4, 2.0, 0.9], [-0.2, -1.1, 0.5], [0.7, -0.4, 2.1], [0.4, 0.6, -0.8], [0.8, -1.9, 0.1], [-1.5, -0.4, 0.8], [0.2, 0.0, 0.3], [-0.4, -2.1, 3.2], [1.0, 1.6, -0.6], [-1.0, 0.6, 0.3], [-0.7, -1.1, -1.4], [0.7, 2.4, -0.5], [0.3, -0.7, 1.2], [-0.3, 0.9, 0.3], [-3.3, 0.9, -0.6]], "multiplicity": 1, "homo_lumo_gap_ha": 0.272, "charge": 1, "e_above_lowest_kcal_mol": 94.3}